The following is a quantum chemistry calculation of an isolated molecule of C6H10N2S2, from OMol25.

Results
Max |F| in hartree/bohr: 0.109
HOMO-LUMO gap (spin up / spin down) in eV: 7.837 / 7.836
LUMO energy (spin up / spin down) in eV: -0.7 / -0.7
Charge: 0
Energy above the lowest of the compared OMol25 structures with the same formula, charge and spin in kJ/mol: 261.58
Calculated total energy in hartree: -1140.41137

Last column: natural (NBO) charge in e.
Atoms and positions in Å:
H 1.3538 1.3749 0.8306  0.218
H 0.2451 1.9249 -1.3968  0.171
C 0.7929 -1.6698 -0.6012  -0.588
C 0.2620 -0.4373 0.1197  0.007
H -1.2835 1.5810 -2.0954  0.223
C -1.9383 0.9666 0.6579  0.169
H 2.2275 -0.0905 0.9179  0.230
H 1.6034 -2.2210 0.0897  0.216
C -0.4151 1.0900 -1.6817  -0.438
H -2.0613 -0.0416 2.4055  0.419
N -1.5212 0.1258 1.6343  -0.638
C -0.5093 -0.7866 1.4528  0.145
H 0.0408 -2.4099 -0.6611  0.224
S -2.7951 2.2793 0.6095  0.091
H 0.2499 0.5611 -2.4336  0.200
N -0.7894 0.1229 -0.7485  -0.422
S -0.1105 -1.8459 2.6340  -0.025
C 1.4894 0.4078 0.3983  -0.620
H 1.1981 -1.4446 -1.5017  0.207
H 1.9608 0.5128 -0.6301  0.212

Atoms 1-2, force components in eV/Å:
H -0.4 0.7 0.2
H -0.1 -0.1 0.7